# C37H50Br9N3O18

C37H50Br9N3O18 as an isolated structure in a non-equilibrium geometry (ωB97M-V/def2-TZVPD, the Open Molecules 2025 dataset).

The LUMO energy is -0.8 eV. The calculation puts the frontier orbital gap at 0.324 hartree. The energy above the lowest of the compared OMol25 structures with the same formula, charge and spin is 0.000 eV.

```
! RIJCOSX wB97M-V def2-TZVPD def2/J DEFGRID3
* xyz 0 1
C -1.719 -0.495 -0.977
C -0.356 -0.289 -0.577
C 0.242 0.995 -0.580
C -0.507 2.022 -1.128
C -1.822 1.834 -1.549
C -2.457 0.572 -1.444
N 0.091 3.358 -1.381
O 1.144 3.617 -0.795
O -0.428 4.104 -2.178
H -2.207 -1.458 -0.959
H 0.056 -1.150 -0.071
H 1.259 1.207 -0.284
H -2.419 2.643 -1.942
H -3.495 0.390 -1.683
C -4.237 0.491 -8.428
C -3.048 0.143 -7.826
C -2.951 -0.152 -6.432
C -4.120 0.047 -5.731
C -5.279 0.604 -6.294
C -5.355 0.728 -7.682
N -4.186 -0.299 -4.271
O -5.132 0.133 -3.574
O -3.327 -0.936 -3.684
H -4.227 0.688 -9.490
H -2.154 -0.015 -8.409
H -2.055 -0.646 -6.086
H -6.045 0.812 -5.562
H -6.284 1.178 -7.998
C -1.078 0.879 3.493
C -2.056 0.869 2.509
C -3.268 1.504 2.780
C -3.511 2.151 3.972
C -2.486 2.246 4.903
C -1.309 1.608 4.712
N -4.820 2.702 4.328
O -5.606 2.968 3.417
O -5.098 2.988 5.510
H -0.195 0.299 3.264
H -1.910 0.483 1.511
H -4.089 1.404 2.085
H -2.704 2.648 5.882
H -0.625 1.497 5.541
C 0.189 -4.489 4.501
C -0.556 -3.448 3.670
O -1.863 -3.937 3.153
C -2.473 -3.365 2.117
O -1.984 -2.507 1.357
O -3.756 -3.762 2.104
C -4.578 -3.467 0.977
H 0.396 -5.404 3.946
H -0.280 -4.814 5.429
H 1.159 -4.076 4.775
H -0.014 -3.169 2.766
H -0.675 -2.536 4.255
H -5.404 -4.165 0.841
H -3.977 -3.527 0.069
H -4.991 -2.460 1.034
C 6.259 7.553 1.792
C 5.669 7.258 0.386
O 4.657 6.255 0.509
C 4.940 4.994 0.768
O 6.107 4.516 0.850
O 3.734 4.394 0.889
C 3.559 3.076 1.447
H 6.694 6.643 2.206
H 5.444 7.784 2.477
H 7.048 8.305 1.782
H 6.438 6.815 -0.247
H 5.301 8.089 -0.215
H 4.113 2.290 0.933
H 2.522 2.779 1.603
H 3.918 3.004 2.474
C -1.967 -5.538 -2.637
C -1.392 -4.744 -1.485
O -1.269 -5.524 -0.291
C -0.277 -6.409 -0.089
O 0.547 -6.759 -0.960
O -0.288 -6.840 1.138
C 0.811 -7.385 1.605
H -2.074 -5.064 -3.613
H -3.003 -5.738 -2.363
H -1.628 -6.569 -2.740
H -2.101 -3.929 -1.343
H -0.491 -4.214 -1.793
H 1.173 -8.320 1.178
H 0.700 -7.654 2.655
H 1.670 -6.713 1.592
C 1.238 -0.615 6.171
C 2.015 -0.177 4.998
O 2.298 -1.308 4.232
C 2.303 -1.291 2.874
O 2.046 -0.241 2.234
O 2.661 -2.483 2.423
C 2.676 -2.670 1.035
H 1.518 -1.609 6.519
H 0.213 -0.732 5.819
H 1.273 0.056 7.029
H 3.030 0.143 5.233
H 1.430 0.562 4.451
H 1.940 -3.448 0.829
H 3.631 -3.111 0.749
H 2.648 -1.784 0.401
C -0.498 3.079 -5.528
Br 0.132 3.308 -7.442
Br 0.156 1.403 -4.657
Br -2.432 3.114 -5.193
H -0.020 3.865 -4.943
C 5.191 0.107 -1.189
Br 3.379 0.627 -1.915
Br 6.497 1.392 -1.803
Br 5.729 -1.755 -1.828
H 5.193 0.153 -0.100
C 3.483 4.301 -3.266
Br 4.927 5.553 -2.822
Br 4.061 2.844 -4.504
Br 1.892 5.195 -3.904
H 3.154 3.924 -2.298
*
```

# C37H51CoN4OP2

C37H51CoN4OP2 as an isolated structure in a non-equilibrium geometry (ωB97M-V/def2-TZVPD, the Open Molecules 2025 dataset).

The LUMO energy (spin up / spin down) is -2.4 / -4.3 eV. The calculation puts the frontier orbital gap (spin up / spin down) at 0.236 / 0.251 hartree. The energy above the lowest of the compared OMol25 structures with the same formula, charge and spin is 0.000 eV.

```
! RIJCOSX wB97M-V def2-TZVPD def2/J DEFGRID3
* xyz 1 4
C -1.841 -1.937 -1.130
C 0.369 -2.079 -2.003
C -2.222 -2.980 -1.970
C -0.057 -3.004 -2.994
C -1.351 -3.468 -2.946
H -3.229 -3.357 -1.841
H 0.648 -3.285 -3.770
H -1.704 -4.197 -3.656
N -0.579 -1.491 -1.164
P -2.413 0.402 0.341
P 2.099 -0.968 -0.197
C -2.874 -1.281 -0.213
H -3.812 -1.253 -0.781
H -3.081 -1.926 0.655
C 0.176 1.279 1.058
O 0.217 2.234 1.740
C 1.721 -1.881 -1.707
H 2.443 -2.203 -2.468
C 3.498 0.404 -0.455
C 2.843 -2.557 0.633
C -3.406 1.505 -0.873
C -3.230 0.426 2.073
C 3.018 1.792 -0.016
H 2.719 1.808 1.033
H 3.857 2.496 -0.117
H 2.187 2.165 -0.625
C 4.745 0.084 0.374
H 4.516 0.095 1.444
H 5.210 -0.873 0.112
H 5.497 0.869 0.201
C 3.853 0.488 -1.942
H 4.603 1.286 -2.085
H 4.265 -0.448 -2.345
H 2.976 0.765 -2.542
C 3.474 -2.284 2.006
H 2.916 -1.526 2.569
H 3.448 -3.215 2.593
H 4.527 -1.989 1.938
C 1.679 -3.540 0.830
H 0.866 -3.106 1.431
H 1.270 -3.886 -0.123
H 2.055 -4.424 1.364
C 3.896 -3.147 -0.339
H 4.215 -2.461 -1.131
H 4.801 -3.461 0.201
H 3.503 -4.044 -0.831
C -3.061 1.822 2.699
H -3.359 1.751 3.758
H -2.016 2.164 2.662
H -3.709 2.576 2.226
C -2.484 -0.606 2.926
H -2.648 -1.636 2.583
H -1.409 -0.394 2.939
H -2.850 -0.536 3.961
C -4.725 0.063 2.087
H -5.016 -0.120 3.132
H -5.373 0.875 1.746
H -4.962 -0.844 1.519
C -3.116 1.076 -2.321
H -3.757 1.672 -2.992
H -2.075 1.248 -2.607
H -3.366 0.020 -2.500
C -2.957 2.947 -0.614
H -1.869 3.040 -0.686
H -3.408 3.600 -1.374
H -3.265 3.298 0.378
C -4.933 1.420 -0.721
H -5.321 0.394 -0.760
H -5.306 1.917 0.177
H -5.390 1.959 -1.564
Co -0.037 0.018 -0.053
N -0.155 2.222 -1.497
C 0.084 2.779 -2.512
C 0.612 2.857 -3.843
C 0.807 4.062 -4.553
C 0.906 1.618 -4.433
C 1.094 3.980 -5.920
H 0.717 5.032 -4.046
C 1.287 1.547 -5.771
H 0.797 0.706 -3.849
C 1.297 2.722 -6.536
H 1.179 4.891 -6.514
H 1.580 0.584 -6.187
H 1.536 2.675 -7.602
N -0.160 -1.279 8.650
C 0.064 -0.991 7.537
C 0.347 -0.640 6.161
C 0.562 -1.637 5.204
C 0.836 -1.244 3.891
N 0.929 0.032 3.517
C 0.755 0.988 4.436
C 0.412 0.702 5.765
H 0.531 -2.694 5.457
H 0.983 -2.004 3.124
H 0.882 2.024 4.123
H 0.217 1.516 6.464
*
```